14
Properties=species:S:1:pos:R:3:lowdin_charge:R:1 method="wB97M-V/def2-TZVPD" orbital_gap_ev=10.838 total_energy_ha=-307.63907 smiles=OC[C@H]1C[C@H]1O homo_ev=-9.96 lumo_ev=0.9
C -0.509 1.330 -0.150 -0.229
H 0.681 0.421 1.418 0.141
H -0.539 1.178 -1.237 0.119
O 0.160 2.534 0.187 -0.066
H -1.476 -1.331 0.030 0.114
H -1.538 1.463 0.199 0.123
C 0.690 -1.017 -0.266 -0.342
O 0.543 -0.949 -1.654 -0.019
C -0.538 -1.218 0.570 -0.061
C 0.132 0.131 0.525 -0.214
H 1.628 -1.462 0.070 0.141
H 1.047 2.497 -0.190 0.090
H 0.312 -1.834 -1.964 0.102
H -0.467 -1.803 1.483 0.102